Record 1
70
Properties=species:S:1:pos:R:3:forces:R:3 method="wB97M-V/def2-TZVPD" lumo_energy_ev=-10.496 de_lowest_kj_mol=339.4 homo_energy_ha=-0.4884 orbital_gap_ev=2.8 charge=+4
Br -1.176 21.980 23.569 0.091 -0.061 0.149
C 3.449 19.507 22.512 0.305 -0.700 -1.653
C 2.865 19.226 21.110 1.155 3.403 -1.014
O 3.382 19.597 20.074 -1.612 -1.879 2.245
N 1.351 18.895 21.074 1.593 -0.374 -0.739
H 0.935 19.379 21.857 -0.637 -0.091 0.668
H 1.072 19.393 20.241 -0.530 0.031 -0.543
C 1.118 17.385 20.966 0.083 1.487 0.439
H 3.819 18.545 22.865 -0.157 0.139 0.690
H 2.781 20.064 23.169 -0.246 -0.490 0.019
H 4.314 20.136 22.301 0.010 -0.122 0.071
H 1.567 17.110 20.011 -0.175 -0.301 0.225
H 0.040 17.238 21.019 0.264 -0.317 -0.052
H 1.660 17.007 21.833 -0.282 -0.555 -0.258
C -0.342 22.247 29.841 -0.841 -0.880 0.492
N -0.257 23.707 29.954 1.695 0.345 2.929
C -0.062 24.238 31.237 0.139 0.177 -0.824
C 0.322 25.550 31.398 -0.369 -0.344 0.589
C 0.491 26.370 30.314 -0.486 1.314 -0.716
C 0.330 25.802 29.064 1.326 -0.010 -0.871
C 0.101 24.443 28.922 -1.244 0.497 -0.662
C 0.613 27.871 30.522 0.170 0.945 0.121
C 1.110 28.737 29.470 0.679 -1.290 1.061
C 1.125 30.093 29.552 -1.285 0.213 2.739
N 0.588 30.672 30.745 0.945 -0.790 -3.379
C 0.036 29.906 31.664 0.333 -0.767 0.893
C 0.163 28.493 31.704 0.380 0.623 -1.911
C 0.676 32.140 30.847 -0.883 0.482 -0.288
H 0.663 21.825 29.860 -0.131 0.012 0.088
H -0.892 21.870 28.978 0.234 0.643 -0.357
H -0.948 21.911 30.683 0.396 -0.142 0.150
H -0.121 23.618 32.119 -0.413 -0.467 -0.318
H 0.463 26.047 32.346 -0.036 -0.878 0.449
H 0.593 26.344 28.168 -0.337 0.142 -0.114
H 0.015 23.904 27.990 0.278 0.362 -0.422
H 1.801 28.278 28.778 -0.601 -0.064 -0.845
H 1.436 30.778 28.776 0.404 -0.051 0.209
H -0.542 30.393 32.435 0.398 0.292 0.324
H -0.045 28.002 32.643 -0.560 -0.109 -0.216
H -0.355 32.491 30.871 0.121 0.318 0.762
H 1.052 32.598 29.933 0.320 -0.530 -0.019
H 1.329 32.430 31.671 -0.422 -0.039 0.108
C -5.354 26.270 23.273 -0.418 -0.501 -0.369
N -6.463 25.622 23.998 -2.319 -0.736 0.663
C -6.237 24.580 24.852 0.391 2.026 -0.927
C -7.246 24.071 25.625 -0.951 -0.142 -0.770
C -8.599 24.391 25.298 0.012 0.242 -0.461
C -8.853 25.453 24.358 1.021 -1.573 1.271
C -7.753 26.045 23.782 1.520 -0.240 -0.560
C -9.748 23.595 25.886 0.263 0.445 1.606
C -9.743 23.202 27.214 0.055 -1.330 1.313
C -10.795 22.477 27.787 0.836 1.997 -1.012
N -11.971 22.366 27.108 0.557 -0.405 2.414
C -12.106 22.843 25.901 2.013 0.465 -2.292
C -10.937 23.329 25.258 -0.507 0.775 -1.277
C -13.103 21.759 27.799 -1.347 -1.228 -0.333
H -5.135 25.622 22.425 0.614 -0.100 0.214
H -4.553 26.388 24.002 0.141 0.192 -0.582
H -5.720 27.191 22.819 0.216 0.151 0.506
H -5.200 24.278 24.837 0.064 -0.324 0.532
H -6.900 23.366 26.368 -0.619 -0.381 -0.001
H -9.852 25.783 24.113 0.021 -0.008 -0.045
H -7.772 26.789 22.999 -0.570 0.316 0.229
H -8.908 23.366 27.880 0.167 0.121 -0.073
H -10.693 22.265 28.841 -0.629 -0.611 -0.093
H -13.070 22.785 25.416 0.001 -0.078 -0.046
H -10.823 23.637 24.229 -1.464 -0.221 -0.435
H -14.031 22.293 27.596 0.295 0.693 0.608
H -12.892 21.522 28.842 -0.052 0.589 -0.144
H -13.373 20.812 27.332 0.618 -0.310 -0.159

---

Record 2
92
Properties=species:S:1:pos:R:3:forces:R:3 method="wB97M-V/def2-TZVPD" lumo_energy_ev=-0.938 smiles="CC[C@H](F)[C@@](CCF)(O[C@@H]([PH2]=N)[C@@](CCCNCc1ccccc1O)(OCP(C)O)C(F)(F)C(F)(F)C(F)(F)F)S(=O)(=O)C(F)(F)C(F)(F)C(F)(F)F.ClCCl" homo_energy_ha=-0.3047 orbital_gap_ev=7.4 charge=0
C 4.334 -5.303 -2.152 -0.076 0.569 -0.560
C 4.029 -3.740 -2.662 -0.062 -1.746 0.180
C 3.025 -3.089 -1.542 0.644 -1.300 0.038
F 1.679 -3.637 -1.778 2.565 1.713 0.368
C 3.091 -1.418 -1.460 -0.086 -1.018 -0.715
C 3.854 -0.731 -2.733 0.487 1.834 -0.453
C 3.178 -0.883 -4.200 0.225 -0.392 -1.318
F 4.261 -0.585 -5.211 -2.184 -0.552 2.326
O 1.927 -0.779 -0.919 0.346 -0.048 -1.171
C 1.017 -0.061 -1.773 -0.533 2.372 -2.705
P -0.076 -1.206 -2.912 -1.449 -2.131 1.312
N -1.110 -2.146 -2.104 -0.090 1.545 -1.430
C 0.093 1.032 -0.890 0.003 -2.166 1.478
C -0.945 0.163 0.095 1.151 -1.038 0.505
C -1.035 0.694 1.632 -2.156 0.404 0.527
C -2.606 0.386 2.126 1.064 1.370 1.185
N -2.863 -1.063 2.448 -0.736 0.472 -1.097
C -3.659 -1.789 1.389 -0.629 -0.583 0.962
C -5.163 -1.197 1.112 -3.268 1.479 -1.310
C -5.834 -1.518 -0.358 -2.276 2.362 2.273
C -7.311 -0.950 -0.796 1.448 1.114 3.642
C -8.179 -0.006 0.237 4.583 -1.953 1.303
C -7.516 0.291 1.711 1.381 -1.470 -2.249
C -6.020 -0.277 2.175 -1.780 -0.830 -3.540
O -5.505 0.085 3.506 -1.921 -1.986 -1.547
O 1.011 1.666 0.060 -0.615 0.595 -2.427
C 2.119 2.392 -0.522 3.200 0.043 -1.241
P 3.014 3.391 0.894 -0.861 0.211 1.646
C 4.325 4.574 0.069 0.348 0.742 0.276
O 3.813 2.282 2.009 1.728 1.663 -3.061
C -0.791 2.046 -1.819 -1.026 -0.003 -2.580
F -1.942 1.362 -2.536 3.587 1.478 2.251
F -0.016 2.656 -2.967 -1.962 -1.637 3.371
C -1.554 3.277 -1.086 -3.454 1.097 -0.779
F -2.540 2.891 -0.029 3.637 0.927 -3.354
F -2.430 3.879 -2.169 2.967 -1.719 3.326
C -0.690 4.521 -0.514 -0.442 4.381 2.281
F 0.270 5.149 -1.463 -3.039 -2.767 3.464
F -1.706 5.619 -0.265 3.385 -3.695 -0.874
F -0.104 4.304 0.862 -1.782 0.491 -5.460
S 4.436 -1.197 -0.099 8.789 3.217 -2.884
O 5.722 -2.000 -0.549 -5.370 1.610 1.624
O 4.917 0.277 0.015 -3.108 -4.421 0.095
C 4.015 -1.850 1.573 1.974 -1.507 4.047
F 4.816 -1.030 2.563 -2.753 -2.574 -3.314
F 4.621 -3.230 1.695 -2.529 4.340 -0.462
C 2.471 -1.754 2.079 -1.671 1.017 1.079
F 1.503 -2.626 1.376 3.500 3.122 1.819
F 2.116 -0.287 2.021 0.998 -5.103 -0.314
C 2.303 -2.137 3.700 -2.495 -0.334 1.954
F 2.698 -1.018 4.599 -1.005 -4.468 -3.238
F 0.811 -2.290 3.887 5.075 0.513 -0.450
F 2.887 -3.451 4.053 -1.692 4.949 -1.096
H 4.477 -5.938 -3.126 -0.178 1.038 2.050
H 3.378 -5.675 -1.590 1.992 0.476 -0.976
H 5.322 -5.358 -1.487 -2.375 0.143 -1.373
H 3.489 -3.877 -3.717 1.122 0.747 2.419
H 5.079 -3.234 -2.753 -2.360 -0.601 0.184
H 3.376 -3.568 -0.505 -0.974 1.237 -2.127
H 3.909 0.438 -2.495 -0.152 -2.552 -0.467
H 4.996 -1.056 -2.854 -2.762 0.385 0.591
H 2.309 -0.136 -4.452 1.895 -1.253 0.661
H 2.787 -1.958 -4.476 1.051 2.153 0.740
H 1.516 0.660 -2.585 -0.292 -1.591 1.886
H 0.778 -2.148 -3.652 0.018 1.460 0.594
H -0.671 -0.361 -3.922 0.812 -0.118 0.524
H -2.070 -1.926 -2.450 0.866 -0.252 0.569
H -2.007 0.016 -0.369 2.130 0.582 0.696
H -0.455 -0.925 0.140 -1.215 2.389 -0.228
H -0.368 0.135 2.412 -0.952 1.140 -1.885
H -0.939 1.878 1.758 0.107 -2.692 -0.441
H -2.725 1.020 3.130 0.096 -1.485 -2.245
H -3.310 0.865 1.326 0.967 -1.112 1.482
H -3.231 -1.212 3.413 0.187 0.438 -1.550
H -3.017 -1.809 0.409 -1.487 -0.050 1.750
H -3.815 -2.900 1.797 0.434 2.323 -1.114
H -5.217 -2.172 -1.121 -1.405 1.494 1.755
H -7.760 -1.162 -1.859 1.128 0.365 2.349
H -9.219 0.434 -0.078 2.337 -0.971 0.807
H -8.126 0.984 2.464 1.611 -1.732 -1.747
H -6.011 -0.467 4.191 0.897 1.131 -1.619
H 1.877 3.184 -1.342 -0.017 -1.342 1.490
H 2.994 1.718 -0.977 -2.213 0.838 0.785
H 4.211 5.596 0.676 0.171 -2.351 -1.251
H 5.427 4.222 0.240 -2.000 0.554 -0.728
H 4.056 4.838 -1.042 0.739 -0.777 2.053
H 4.792 2.249 1.720 -2.119 -0.438 0.683
Cl -3.836 3.498 2.868 0.000 0.216 0.083
C -4.872 3.635 4.294 0.141 0.065 0.283
Cl -6.540 3.192 3.913 -0.048 0.148 0.132
H -4.495 2.967 5.072 -0.131 0.061 -0.303
H -4.851 4.668 4.651 -0.058 -0.256 -0.213

---

Record 3
70
Properties=species:S:1:pos:R:3:forces:R:3 method="wB97M-V/def2-TZVPD" lumo_energy_ev="-9.996 / -9.972" de_lowest_kj_mol=703.9 multiplicity=2 homo_energy_ha="-0.5198 / -0.5208" orbital_gap_ev="4.1 / 4.2" charge=+2
C 2.375 1.707 -1.090 0.096 0.351 -0.058
C 0.931 1.281 -1.333 3.462 3.786 -3.964
H 2.577 2.613 -1.668 -0.007 -0.095 0.056
H 3.034 0.901 -1.429 -0.135 -0.007 -0.014
H 2.595 1.845 -0.031 -0.065 -0.009 -0.173
O 0.356 1.688 -2.331 -0.526 -1.479 2.060
Cl 2.107 -0.703 0.932 0.454 -0.558 0.736
Yb 0.000 0.000 0.000 10.771 -4.347 6.554
P 0.329 -1.810 -1.486 -0.210 -4.240 -3.973
C -0.902 -1.905 -2.830 0.161 -0.326 -0.201
C 1.938 -1.792 -2.347 0.159 0.196 0.124
H 2.056 -2.696 -2.953 -0.133 0.126 0.068
H 0.635 -4.210 -1.325 -0.068 0.079 0.142
H 2.728 -1.747 -1.593 -0.038 -0.032 -0.159
H 0.873 -3.371 0.247 0.095 -0.163 -0.119
H -0.913 -0.957 -3.375 0.010 -0.107 -0.028
H 1.998 -0.911 -2.991 0.047 -0.127 -0.010
C 0.262 -3.427 -0.657 0.057 -0.046 0.071
H -0.663 -2.720 -3.519 -0.138 0.129 0.008
H -0.770 -3.624 -0.360 0.279 -0.167 -0.232
H -1.892 -2.075 -2.396 0.137 -0.021 -0.128
P -0.257 1.581 1.751 -1.131 4.095 3.815
C -1.788 2.558 1.572 0.104 0.204 0.351
C -0.397 0.807 3.391 -0.021 0.045 0.030
H 2.008 2.370 2.134 -0.085 0.014 0.019
H 0.808 3.524 2.769 -0.075 -0.130 -0.126
H 1.130 3.431 1.014 -0.009 0.027 0.156
C 1.048 2.852 1.938 0.147 -0.053 -0.166
H 0.295 -0.034 3.455 -0.013 0.101 0.147
H -0.182 1.543 4.173 -0.082 -0.108 -0.106
H -1.867 3.297 2.376 -0.155 -0.070 -0.134
H -2.632 1.864 1.611 -0.001 0.236 0.087
H -1.417 0.426 3.489 0.214 0.177 0.176
H -1.790 3.072 0.607 -0.044 0.022 0.099
C -1.646 0.447 -0.726 -15.687 3.219 -6.377
O -2.670 0.706 -1.190 3.108 -0.527 1.024
C -3.695 -5.645 -0.577 0.138 0.316 0.122
C -3.914 -4.414 -1.198 0.093 0.418 0.339
C -3.473 -3.234 -0.591 -0.109 -0.762 -0.339
C -2.801 -3.276 0.641 1.207 0.002 -0.422
C -2.601 -4.520 1.268 0.110 -0.640 -0.583
C -3.042 -5.697 0.657 -0.094 0.539 0.172
Si -2.223 -1.683 1.439 -3.427 -2.197 1.899
C -4.051 -1.100 1.617 -0.343 1.810 -0.437
C -4.594 0.091 1.101 -0.930 -0.884 0.793
C -5.953 0.395 1.234 0.061 -0.362 0.126
C -6.809 -0.488 1.884 0.253 0.091 -0.105
C -6.305 -1.677 2.403 0.584 0.275 -0.197
C -4.947 -1.981 2.272 -0.017 0.041 -0.154
C -1.649 -2.104 3.174 0.554 0.397 -0.259
C -2.431 -1.744 4.292 0.333 0.159 0.379
C -2.015 -2.063 5.585 -0.041 -0.119 -0.574
C -0.817 -2.745 5.781 0.101 0.011 -0.430
C -0.031 -3.106 4.682 -0.347 0.075 -0.307
C -0.445 -2.787 3.381 0.133 -0.054 0.867
H -4.036 -6.558 -1.048 0.035 0.027 -0.012
H -4.427 -4.373 -2.150 -0.027 0.016 0.028
H -3.663 -2.287 -1.077 -0.074 0.086 -0.026
H -2.101 -4.593 2.222 0.096 0.075 0.062
H -2.879 -6.651 1.142 -0.053 0.040 0.039
H -4.017 0.799 0.577 0.621 0.566 -0.394
H -6.343 1.318 0.821 0.055 -0.027 0.006
H -7.861 -0.253 1.978 0.035 -0.023 0.002
H -6.970 -2.370 2.901 0.104 -0.050 0.018
H -4.596 -2.920 2.678 0.063 -0.030 -0.014
H -3.360 -1.206 4.183 -0.043 0.087 -0.153
H -2.627 -1.778 6.433 -0.006 -0.042 -0.067
H -0.497 -2.991 6.785 0.063 0.008 -0.029
H 0.899 -3.634 4.839 0.028 -0.032 -0.027
H 0.172 -3.074 2.543 0.164 -0.008 -0.078

---

Record 4
89
Properties=species:S:1:pos:R:3:forces:R:3 method="wB97M-V/def2-TZVPD" lumo_energy_ev=-0.533 smiles="CCNC1=C(N)C(=O)OC1=O.O=C1OCCO1.O=C1OCCO1.O=C1OCCO1.O=C1OCCO1.O=C1OCCO1.O=C1OCCO1.O=C1OCCO1" homo_energy_ha=-0.3370 orbital_gap_ev=8.6 charge=0
C 5.184 1.617 -4.286 -0.209 0.562 0.117
C 4.586 2.761 -5.143 0.834 -0.403 -0.290
N 3.389 2.380 -5.928 -0.323 -1.096 0.767
C 2.364 1.924 -5.089 0.233 1.125 -0.150
C 1.775 2.588 -4.072 -0.147 -0.720 0.264
N 1.969 3.872 -3.544 -0.466 -0.103 -0.708
C 0.779 1.650 -3.480 2.612 0.879 -1.820
O 0.029 1.880 -2.621 -2.083 0.045 2.157
O 0.906 0.443 -4.097 -1.128 -1.527 0.037
C 1.757 0.551 -5.172 0.345 3.916 2.120
O 1.976 -0.273 -5.943 0.439 -3.014 -2.249
H 5.645 0.836 -4.894 -0.034 0.120 -0.088
H 5.942 2.064 -3.640 0.097 -0.153 -0.095
H 4.466 1.131 -3.617 -0.124 0.178 -0.108
H 4.392 3.658 -4.562 -0.211 -0.166 0.164
H 5.361 3.031 -5.865 -0.173 0.124 -0.036
H 3.649 1.609 -6.538 -0.108 0.152 -0.207
H 1.608 4.543 -4.217 0.420 0.255 0.071
H 1.453 4.016 -2.683 -0.097 -0.267 -0.047
O 6.815 5.112 -2.487 -0.009 -0.027 -0.035
C 5.950 4.698 -1.783 0.094 0.045 -0.099
O 4.884 3.978 -2.226 0.335 0.449 0.496
C 4.214 3.472 -1.065 -0.429 -0.385 -0.152
C 4.619 4.438 0.014 -0.183 0.101 0.267
O 5.901 4.878 -0.440 -0.042 -0.038 -0.341
H 3.139 3.452 -1.225 0.046 0.026 -0.130
H 4.559 2.462 -0.871 0.075 0.029 0.023
H 3.952 5.301 0.079 0.040 0.011 -0.076
H 4.689 3.971 0.992 0.227 -0.015 -0.042
O -0.438 -4.234 0.683 0.020 -0.016 0.051
C -0.201 -3.390 -0.121 -0.006 0.020 -0.037
O 0.010 -3.622 -1.441 -0.027 0.163 0.372
C 0.030 -2.353 -2.102 -0.004 0.040 -0.553
C 0.406 -1.404 -0.998 0.101 0.469 -0.044
O -0.109 -2.066 0.163 0.011 -0.272 -0.098
H 0.747 -2.353 -2.919 -0.005 -0.188 0.032
H -0.965 -2.151 -2.502 0.000 -0.004 0.029
H 1.488 -1.290 -0.893 -0.011 -0.058 0.024
H -0.046 -0.421 -1.121 -0.071 -0.022 0.205
O 4.272 1.563 1.114 -0.020 -0.113 0.204
C 3.208 1.347 1.610 -0.054 -0.169 0.074
O 2.033 1.798 1.115 0.326 -0.101 0.126
C 0.977 1.136 1.833 -0.607 0.061 -0.066
C 1.648 0.760 3.127 -0.217 -0.081 0.268
O 3.021 0.614 2.728 0.044 0.176 -0.227
H 0.128 1.796 1.972 0.080 0.087 -0.152
H 0.657 0.264 1.260 0.021 0.015 0.052
H 1.578 1.547 3.880 0.041 0.013 -0.042
H 1.265 -0.164 3.547 0.162 -0.051 -0.043
O -2.877 2.583 1.377 0.099 0.141 0.061
C -3.146 2.114 0.321 -0.096 -0.090 0.094
O -4.358 2.217 -0.279 0.300 -0.025 0.026
C -4.229 1.722 -1.612 -0.271 -0.038 -0.307
C -3.034 0.806 -1.507 0.076 -0.271 -0.266
O -2.284 1.395 -0.443 -0.171 0.088 0.059
H -5.135 1.204 -1.919 -0.058 0.031 0.237
H -4.053 2.565 -2.285 0.067 0.000 0.041
H -3.313 -0.211 -1.222 -0.073 0.039 0.066
H -2.445 0.771 -2.421 0.172 0.124 0.132
O -1.413 0.505 3.392 0.262 -0.078 0.229
C -2.511 0.248 3.768 -0.020 0.082 -0.165
O -2.893 0.155 5.066 -0.006 0.008 -0.284
C -4.323 0.063 5.089 -0.192 0.026 0.232
C -4.634 -0.481 3.716 -0.452 -0.106 -0.034
O -3.547 0.008 2.937 0.076 -0.061 0.088
H -4.657 -0.591 5.891 0.229 -0.012 0.046
H -4.737 1.060 5.248 0.043 0.004 -0.060
H -4.625 -1.574 3.686 0.037 0.012 0.037
H -5.581 -0.124 3.319 0.113 0.059 -0.142
O -6.332 -0.434 -0.025 0.036 0.007 0.020
C -6.533 -1.519 0.413 0.026 0.056 -0.043
O -6.992 -1.771 1.670 0.133 -0.090 -0.316
C -7.316 -3.163 1.741 -0.188 -0.182 0.240
C -6.457 -3.758 0.652 0.097 -0.357 0.009
O -6.331 -2.674 -0.270 -0.089 0.178 0.210
H -7.086 -3.563 2.726 0.043 0.189 0.038
H -8.384 -3.286 1.549 0.024 0.022 -0.040
H -5.462 -4.036 1.007 -0.010 0.044 0.007
H -6.915 -4.620 0.174 0.009 0.121 -0.163
O 1.051 -7.418 5.963 -0.006 0.020 0.004
C 1.292 -6.571 5.168 -0.014 -0.087 0.019
O 1.514 -6.793 3.847 0.030 0.164 0.271
C 1.538 -5.522 3.189 -0.100 0.099 -0.362
C 1.907 -4.580 4.308 0.151 0.290 -0.048
O 1.382 -5.245 5.459 -0.011 -0.190 -0.145
H 2.263 -5.521 2.379 0.009 -0.198 0.044
H 0.548 -5.318 2.778 0.024 0.010 0.005
H 2.987 -4.470 4.426 -0.013 -0.045 0.010
H 1.461 -3.594 4.193 -0.104 -0.054 0.166